[1]
C30H20Cl2N4O3STl as an isolated structure. Source: the OMol25 dataset; level of theory: wB97M-V/def2-TZVPD.

```
61
C30H20Cl2N4O3STl | the OMol25 dataset | wB97M-V/def2-TZVPD
Tl -1.360 -1.431 0.595
Cl -8.508 -0.965 -0.916
C -6.933 -0.555 -0.297
C -5.817 -1.200 -0.804
C -4.537 -0.874 -0.348
N -3.367 -1.331 -0.905
C -3.260 -1.924 -2.089
O -4.079 -2.580 -2.744
C -1.928 -1.561 -2.730
C -1.709 -1.881 -4.068
C -0.630 -1.330 -4.732
C 0.172 -0.421 -4.055
C -0.122 -0.161 -2.726
N -1.111 -0.739 -2.060
C -4.386 0.097 0.683
C -5.530 0.703 1.195
C -6.788 0.397 0.699
Cl -8.171 1.249 1.326
N -3.108 0.372 1.161
C -2.797 1.613 1.534
O -3.434 2.661 1.355
C -1.514 1.741 2.348
C -1.270 2.959 2.985
C -0.216 3.063 3.872
C 0.556 1.936 4.126
C 0.267 0.780 3.420
N -0.721 0.690 2.539
H -5.914 -1.935 -1.588
H -2.411 -2.544 -4.554
H -0.430 -1.568 -5.769
H 0.993 0.087 -4.543
H 0.458 0.572 -2.177
H -5.439 1.441 1.977
H -1.935 3.781 2.763
H -0.001 4.000 4.373
H 1.360 1.952 4.851
H 0.853 -0.122 3.570
O 1.637 -1.912 -0.757
S 1.862 -0.601 -0.120
C 3.042 -0.941 1.222
C 3.339 0.020 2.176
C 4.181 -0.307 3.228
C 4.708 -1.588 3.321
C 4.401 -2.545 2.364
C 3.561 -2.220 1.309
C 3.111 0.205 -1.181
C 3.479 -0.456 -2.339
C 4.355 0.151 -3.226
C 4.855 1.416 -2.948
C 4.482 2.072 -1.783
C 3.602 1.470 -0.897
H 2.905 1.009 2.110
H 4.410 0.432 3.986
H 5.353 -1.843 4.152
H 4.802 -3.546 2.444
H 3.287 -2.940 0.548
H 3.059 -1.436 -2.528
H 4.637 -0.356 -4.140
H 5.534 1.895 -3.641
H 4.866 3.062 -1.572
H 3.302 1.987 0.007
```

The value obtained for the HOMO energy is -3.789 eV. As for the charge: -1. The LUMO energy comes out at 2.068 eV. The calculation puts the orbital gap at 5.9 eV.

[2]
A 13-piece molecular cluster, C26H78O13 overall. Source: the OMol25 dataset; level of theory: wB97M-V/def2-TZVPD.

```
117
C26H78O13 | the OMol25 dataset | wB97M-V/def2-TZVPD
C 0.066 -0.614 0.654
C 0.228 0.229 -0.607
O -0.962 0.153 -1.386
H -0.775 -0.227 1.244
H 0.958 -0.645 1.288
H -0.257 -1.642 0.478
H 1.053 -0.192 -1.193
H 0.520 1.258 -0.365
H -1.676 0.627 -0.904
C -1.539 2.278 -5.013
C -0.312 1.594 -4.444
O 0.365 2.519 -3.592
H -2.261 2.456 -4.219
H -2.033 1.665 -5.769
H -1.298 3.216 -5.514
H 0.376 1.300 -5.247
H -0.575 0.672 -3.921
H 1.087 2.081 -3.121
C 5.281 2.296 -2.807
C 3.877 2.876 -2.930
O 2.927 1.994 -2.304
H 5.612 2.155 -1.778
H 6.017 2.975 -3.249
H 5.300 1.345 -3.336
H 3.599 2.992 -3.976
H 3.807 3.875 -2.492
H 3.020 2.066 -1.347
C 1.320 -4.038 3.994
C 1.494 -2.630 3.427
O 2.078 -1.840 4.439
H 0.852 -4.661 3.225
H 0.697 -3.961 4.881
H 2.275 -4.504 4.231
H 0.489 -2.285 3.134
H 2.077 -2.618 2.497
H 2.307 -0.956 4.074
C 0.027 4.691 -0.349
C -1.247 4.089 -0.955
O -1.319 4.361 -2.339
H 0.914 4.215 -0.773
H 0.083 4.457 0.720
H 0.012 5.762 -0.528
H -2.116 4.522 -0.453
H -1.305 3.005 -0.792
H -0.679 3.762 -2.778
C 2.983 -0.901 -4.952
C 2.762 -1.415 -3.547
O 3.613 -0.774 -2.608
H 2.862 0.186 -4.958
H 2.326 -1.436 -5.639
H 4.010 -1.044 -5.300
H 2.907 -2.498 -3.459
H 1.700 -1.336 -3.276
H 3.368 0.168 -2.607
C -3.948 -2.017 -0.561
C -4.733 -1.872 0.730
O -6.097 -2.220 0.494
H -2.907 -1.687 -0.482
H -4.391 -1.452 -1.381
H -3.876 -3.061 -0.877
H -4.718 -0.850 1.114
H -4.252 -2.508 1.479
H -6.223 -3.145 0.721
C -4.188 1.900 -2.007
C -4.325 1.739 -0.508
O -3.162 1.066 -0.054
H -4.090 0.946 -2.526
H -3.330 2.527 -2.261
H -5.030 2.430 -2.461
H -5.271 1.223 -0.297
H -4.408 2.721 -0.025
H -3.190 0.974 0.920
C 4.023 -0.902 0.699
C 5.110 -0.627 1.729
O 5.142 0.801 1.992
H 4.218 -0.347 -0.213
H 3.002 -0.828 1.066
H 4.185 -1.957 0.448
H 6.073 -0.903 1.287
H 4.979 -1.151 2.680
H 5.924 0.981 2.526
C -2.373 2.932 3.131
C -2.744 1.613 3.752
O -3.188 0.720 2.713
H -1.978 3.601 3.895
H -3.245 3.358 2.632
H -1.588 2.786 2.385
H -3.506 1.717 4.529
H -1.841 1.176 4.197
H -3.534 -0.060 3.163
C 0.629 1.604 4.355
C 1.614 1.647 3.199
O 2.599 0.648 3.383
H -0.263 2.167 4.069
H 1.034 2.122 5.226
H 0.344 0.595 4.649
H 2.043 2.657 3.183
H 1.081 1.549 2.244
H 3.340 0.800 2.773
C -0.031 -4.287 -3.101
C -0.248 -3.022 -2.310
O -0.956 -2.069 -3.079
H -0.964 -4.752 -3.412
H 0.474 -5.014 -2.458
H 0.629 -4.074 -3.942
H 0.723 -2.637 -1.969
H -0.801 -3.204 -1.377
H -1.061 -1.278 -2.510
C -1.998 -3.643 2.669
C -1.679 -4.054 4.092
O -2.827 -3.824 4.887
H -2.051 -2.554 2.594
H -2.955 -4.046 2.343
H -1.212 -3.981 1.993
H -0.761 -3.582 4.458
H -1.461 -5.132 4.120
H -2.654 -3.882 5.828
```

The value obtained for the HOMO energy is -9.551 eV. The value obtained for the energy above the lowest of the compared OMol25 structures with the same formula, charge and spin is 29.6 kcal/mol. The LUMO energy comes out at 0.328 eV. The calculation puts the orbital gap at 9.9 eV.

[3]
A 3-piece molecular cluster, C4H12O3 overall. Source: the OMol25 dataset; level of theory: wB97M-V/def2-TZVPD.

```
19
C4H12O3 | the OMol25 dataset | wB97M-V/def2-TZVPD
C -2.037 1.818 0.486
C -0.943 0.965 -0.133
C -0.648 -0.308 0.190
C -0.646 -1.438 -0.799
O -0.563 -0.657 1.530
H -2.972 1.653 -0.056
H -1.809 2.889 0.378
H -2.258 1.678 1.548
H -1.022 1.093 -1.214
H 0.326 -1.933 -0.798
H -0.776 -0.992 -1.782
H -1.466 -2.136 -0.631
H -1.104 -0.004 1.993
O 2.323 0.470 0.912
H 1.990 1.366 1.019
H 1.607 -0.111 1.183
O 3.509 -1.269 -1.541
H 3.116 -0.887 -0.747
H 3.373 -2.197 -1.536
```

Its SMILES is C/C=C(/C)O.O.O. The value obtained for the HOMO energy is -8.858 eV. The value obtained for the energy above the lowest of the compared OMol25 structures with the same formula, charge and spin is 30.6 kcal/mol. The LUMO energy comes out at 0.540 eV. The calculation puts the orbital gap at 9.4 eV.

[4]
C10H16AuN3O2SSe4 as an isolated structure. Source: the OMol25 dataset; level of theory: wB97M-V/def2-TZVPD.

```
37
C10H16AuN3O2SSe4 | the OMol25 dataset | wB97M-V/def2-TZVPD
Au 0.367 -0.530 -0.230
O 0.126 0.387 1.908
N 1.126 1.091 2.382
C 1.018 1.498 3.668
C 1.949 2.305 4.257
C 3.042 2.724 3.493
C 3.162 2.275 2.206
C 2.206 1.422 1.613
S 2.392 0.851 0.012
H 0.126 1.139 4.158
H 1.818 2.605 5.286
H 3.777 3.401 3.906
H 3.997 2.559 1.585
Se 0.760 -1.205 -2.639
Se 0.134 -3.438 -2.676
Se -1.863 -3.550 -1.448
Se -1.441 -2.124 0.425
C -4.696 0.822 -0.700
N -3.458 0.942 -1.436
C -3.262 -0.025 -2.499
C -2.374 1.624 -0.972
O -1.235 1.387 -1.338
N -2.658 2.629 -0.035
C -1.502 3.108 0.698
C -3.576 3.678 -0.434
H -4.925 -0.238 -0.565
H -5.532 1.290 -1.233
H -4.595 1.279 0.281
H -4.070 0.076 -3.229
H -3.260 -1.040 -2.103
H -2.303 0.153 -2.979
H -0.856 2.267 0.938
H -1.845 3.571 1.627
H -0.923 3.841 0.122
H -4.238 3.324 -1.221
H -3.028 4.549 -0.816
H -4.187 4.005 0.413
```

The value obtained for the HOMO energy (spin up / spin down) is -3.440 / -3.495 eV. The value obtained for the energy above the lowest of the compared OMol25 structures with the same formula, charge and spin is 17.7 kcal/mol. As for the charge: -1. The LUMO energy (spin up / spin down) comes out at 2.702 / 2.179 eV. The multiplicity is 2. The calculation puts the orbital gap (spin up / spin down) at 6.1 / 5.7 eV. Its expectation value of S² is 0.76.

Number 1: largest force on an atom 1.144 eV Å⁻¹. Number 2: largest force on an atom 1.440 eV Å⁻¹. Number 3: largest force on an atom 2.525 eV Å⁻¹. Number 4: largest force on an atom 0.600 eV Å⁻¹.